Entry 1:
This record from the OMol25 dataset describes C5H7BrI2 as an isolated structure at a distorted geometry. The level of theory is ωB97M-V/def2-TZVPD.

Atoms and positions in Å:
C (0.7363, 0.1851, 1.3558)
C (1.6653, -0.8651, 0.9617)
C (0.8976, -0.1582, -0.1327)
C (-0.2769, -0.6799, -0.7286)
C (-1.9122, 1.0802, -0.8438)
Br (-2.8361, 1.0304, 0.7556)
I (-0.1274, -1.3805, -2.7735)
I (-0.6110, 2.7539, -1.2011)
H (-0.2959, -0.1798, 1.6039)
H (0.7344, 1.2264, 1.6778)
H (2.7645, -0.8527, 0.9276)
H (1.2652, -1.8795, 1.2330)
H (1.4097, 0.5014, -0.9404)
H (-1.0129, -1.4053, -0.2324)
H (-2.4005, 0.6238, -1.6628)

Total charge: 0
HOMO energy (spin up / spin down) in eV: -7.9428 / -7.9440
ΔE to the lowest compared entry with this formula, charge and spin in kJ/mol: 0.00
Strongest force on any atom in eV/A: 4.488
Molar mass in g/mol: 400.82
Spin multiplicity: 1
HOMO-LUMO gap (spin up / spin down) in eV: 7.6631 / 7.6648

***

Entry 2:
This record from the OMol25 dataset describes a 2-piece molecular cluster, C4H9NO overall at a distorted geometry. The level of theory is ωB97M-V/def2-TZVPD.

Atoms and positions in Å:
C (-1.8518, -1.3543, 0.1283)
C (-1.5384, -1.1901, -1.1346)
N (-0.2695, -0.6043, -1.5819)
H (-1.1096, -1.2576, 0.9054)
H (-2.8399, -1.6949, 0.3870)
H (-2.2720, -1.3020, -1.9304)
H (-0.5524, 0.3614, -1.7066)
H (-0.0475, -1.0409, -2.4661)
C (1.2718, 1.9612, 1.3930)
C (1.9422, 0.8331, 1.1845)
O (1.7689, -0.0152, 0.1418)
H (1.4383, 2.5684, 2.2703)
H (0.4416, 2.2396, 0.7515)
H (2.7910, 0.5542, 1.7941)
H (0.8272, -0.0588, -0.1362)

Total charge: 0
HOMO energy in eV: -8.7264
ΔE to the lowest compared entry with this formula, charge and spin in kJ/mol: 257.06
Strongest force on any atom in eV/A: 1.969
Molar mass in g/mol: 87.12
Spin multiplicity: 1
HOMO-LUMO gap in eV: 9.5811

***

Entry 3:
This record from the OMol25 dataset describes a 2-piece molecular cluster, C6H17NO2 overall at a distorted geometry. The level of theory is ωB97M-V/def2-TZVPD.

Atoms and positions in Å:
C (1.3555, 0.3915, -0.8100)
C (1.0725, 1.8558, -0.4501)
C (0.1183, -0.2883, -1.3986)
C (1.8381, -0.3649, 0.4287)
C (0.7721, 2.7423, -1.6554)
H (2.1561, 0.3693, -1.5593)
H (1.9435, 2.2591, 0.0738)
H (0.2300, 1.8899, 0.2463)
H (0.3207, -1.3412, -1.6034)
H (-0.1762, 0.1705, -2.3402)
H (-0.7171, -0.2114, -0.7021)
H (2.0671, -1.4042, 0.1911)
H (1.0749, -0.3481, 1.2070)
H (2.7414, 0.0893, 0.8347)
H (-0.1561, 2.4503, -2.1425)
H (0.6728, 3.7821, -1.3476)
H (1.5757, 2.6810, -2.3892)
C (-2.1340, -1.1130, 2.0975)
N (-2.0253, -2.3269, 1.2301)
O (-0.6816, -2.7881, 1.0689)
O (-2.3859, -0.1640, 1.1225)
H (-0.2814, -2.1724, 0.4367)
H (-2.7074, -0.9008, 0.3936)
H (-2.4867, -3.1191, 1.6736)
H (-1.1956, -0.8844, 2.6206)
H (-2.9915, -1.2541, 2.7737)

Total charge: 0
HOMO energy in eV: -9.8439
ΔE to the lowest compared entry with this formula, charge and spin in kJ/mol: 234.18
Strongest force on any atom in eV/A: 3.608
Molar mass in g/mol: 135.21
Spin multiplicity: 1
HOMO-LUMO gap in eV: 10.8298

***

Entry 4:
This record from the OMol25 dataset describes C5H8S2 as an isolated structure at a distorted geometry. The level of theory is ωB97M-V/def2-TZVPD.

Atoms and positions in Å:
C (-0.7356, -0.5654, -0.6108)
C (-0.8091, 0.7873, 0.0426)
C (0.8548, 1.3430, 0.1087)
C (1.5288, 0.0383, -0.4545)
C (0.6182, -1.0084, 0.0751)
H (-1.9553, -2.1691, 1.3025)
H (-0.8616, -0.7598, -1.6405)
H (-0.9783, 0.5614, 1.3754)
H (-1.3171, 1.8985, -0.3004)
H (0.8917, 2.2891, -0.5348)
H (1.0060, 1.3959, 1.2994)
H (1.4282, 0.1515, -1.5989)
H (0.3649, -0.7402, 1.0749)
S (-2.2264, -1.4314, -0.1166)
S (2.1908, -1.7908, -0.0220)

Total charge: 0
HOMO energy in eV: -8.7419
ΔE to the lowest compared entry with this formula, charge and spin in kJ/mol: 640.20
Strongest force on any atom in eV/A: 6.229
Molar mass in g/mol: 132.25
Spin multiplicity: 1
HOMO-LUMO gap in eV: 8.7591

***

Entry 5:
This record from the OMol25 dataset describes C33H44B2F5N4NbO4PS as an isolated structure at a distorted geometry. The level of theory is ωB97M-V/def2-TZVPD.

Atoms and positions in Å:
C (3.7912, 6.1490, -2.6015)
O (4.4377, 4.9191, -2.3783)
B (4.3826, 4.0215, -3.4810)
O (5.5887, 3.9107, -4.2405)
Nb (2.5215, 2.7227, -4.0981)
O (1.3229, 4.4197, -4.2191)
C (3.7439, 0.8414, -4.2198)
C (4.3865, 0.2314, -2.9671)
N (5.3360, 1.1220, -2.3009)
N (5.2413, -0.9559, -3.4390)
N (3.4441, -0.3591, -2.0353)
P (1.6294, 2.4139, -1.6997)
S (2.9187, 2.6552, -0.2517)
B (2.8813, 2.9876, -6.3617)
N (3.9299, 3.8274, -7.0032)
O (2.0015, 2.3114, -7.2869)
H (3.1511, 6.3437, -1.7313)
H (3.1632, 6.1755, -3.4971)
H (4.4924, 6.9946, -2.6583)
H (5.9053, 4.7902, -4.4397)
H (1.0529, 1.7069, -4.5997)
H (1.5630, 4.9737, -4.9491)
H (3.1334, 0.0564, -4.6901)
H (4.5625, 1.0212, -4.9399)
H (6.1858, 1.0285, -2.8321)
H (5.4943, 0.7963, -1.3620)
H (5.5175, -0.8202, -4.4036)
H (4.6240, -1.7571, -3.4236)
H (3.9387, -0.8002, -1.2789)
H (2.8204, -0.9915, -2.5075)
H (0.4853, 3.2576, -1.4860)
H (1.0707, 1.0881, -1.6531)
H (3.5357, 4.4756, -7.6725)
H (4.6156, 3.2493, -7.4727)
H (1.1132, 2.5540, -7.0616)
F (0.4183, -3.9813, 3.3337)
C (0.6864, -2.9290, 2.5177)
C (1.7904, -2.1350, 2.7730)
C (2.0605, -1.0619, 1.9322)
C (1.2229, -0.7919, 0.8579)
C (0.1159, -1.5970, 0.6191)
C (-0.1543, -2.6762, 1.4502)
H (2.4272, -2.3545, 3.6209)
H (2.9229, -0.4342, 2.1148)
H (1.4345, 0.0479, 0.2076)
H (-0.5403, -1.3822, -0.2143)
H (-1.0093, -3.3176, 1.2754)
F (-4.2400, 0.5710, -1.9477)
C (-4.3108, -0.5515, -1.2166)
C (-5.0662, -0.5585, -0.0586)
C (-5.1411, -1.7216, 0.6943)
C (-4.4540, -2.8591, 0.2881)
C (-3.6954, -2.8349, -0.8756)
C (-3.6255, -1.6764, -1.6376)
H (-5.5870, 0.3400, 0.2467)
H (-5.7344, -1.7400, 1.5987)
H (-4.5100, -3.7641, 0.8796)
H (-3.1564, -3.7189, -1.1905)
H (-3.0456, -1.6402, -2.5506)
F (5.2059, -4.7960, 3.9204)
C (4.3675, -5.7239, 4.4129)
C (4.8905, -6.8390, 5.0423)
C (4.0229, -7.7941, 5.5547)
C (2.6491, -7.6281, 5.4240)
C (2.1411, -6.5036, 4.7847)
C (3.0036, -5.5414, 4.2794)
H (5.9634, -6.9533, 5.1273)
H (4.4185, -8.6679, 6.0554)
H (1.9748, -8.3762, 5.8209)
H (1.0725, -6.3742, 4.6783)
H (2.6259, -4.6593, 3.7868)
F (-2.0139, 0.6428, 1.3063)
C (-1.6241, 1.8005, 1.8720)
C (-0.3696, 2.2996, 1.5783)
C (0.0375, 3.4924, 2.1568)
C (-0.8126, 4.1659, 3.0284)
C (-2.0704, 3.6486, 3.3169)
C (-2.4841, 2.4588, 2.7321)
H (0.2787, 1.7584, 0.9038)
H (1.0160, 3.8938, 1.9260)
H (-0.4928, 5.0954, 3.4825)
H (-2.7297, 4.1714, 3.9981)
H (-3.4625, 2.0424, 2.9378)
F (-8.5685, -1.5547, 0.3825)
C (-8.8842, -0.7049, 1.3718)
C (-8.5476, -1.0282, 2.6739)
C (-8.8704, -0.1452, 3.6954)
C (-9.5314, 1.0423, 3.4061)
C (-9.8658, 1.3504, 2.0935)
C (-9.5370, 0.4754, 1.0671)
H (-8.0391, -1.9610, 2.8801)
H (-8.6060, -0.3835, 4.7168)
H (-9.7846, 1.7275, 4.2046)
H (-10.3829, 2.2734, 1.8681)
H (-9.7814, 0.7023, 0.0377)

Total charge: -1
HOMO energy in eV: -4.0516
Strongest force on any atom in eV/A: 2.716
Molar mass in g/mol: 833.30
Spin multiplicity: 1
HOMO-LUMO gap in eV: 5.9708

***

Entry 6:
This record from the OMol25 dataset describes C10H19O6Rb as an isolated structure at a distorted geometry. The level of theory is ωB97M-V/def2-TZVPD.

Atoms and positions in Å:
Rb (-0.9942, 18.0377, 12.3700)
O (-2.4724, 15.4582, 16.1898)
C (-1.2692, 15.5961, 15.5038)
O (-1.1174, 16.7256, 14.9141)
O (-0.5167, 14.6387, 15.5408)
H (-2.9004, 16.3247, 16.1495)
C (-3.4492, 13.6155, 18.7225)
C (-2.7367, 12.6879, 17.7815)
O (-1.7633, 12.0635, 18.1213)
C (-3.3065, 12.4901, 16.3919)
H (-3.1323, 14.6402, 18.5091)
H (-3.2661, 13.3713, 19.7656)
H (-4.5330, 13.5958, 18.5498)
H (-2.4454, 12.6140, 15.7324)
H (-4.1052, 13.1532, 16.0820)
H (-3.6069, 11.4423, 16.3395)
C (-6.3762, 18.7479, 18.2047)
C (-5.9372, 17.8271, 17.0900)
O (-4.7637, 17.6372, 16.8825)
C (-7.0073, 17.1227, 16.2816)
H (-6.8501, 18.1434, 18.9825)
H (-7.1198, 19.4668, 17.8630)
H (-5.5015, 19.2517, 18.6053)
H (-6.5570, 16.6044, 15.4381)
H (-7.7697, 17.8154, 15.9184)
H (-7.5337, 16.3975, 16.9084)
C (-3.9734, 14.4382, 13.3237)
C (-3.3675, 13.0892, 13.0350)
O (-4.0290, 12.0875, 12.9921)
C (-1.8768, 13.0273, 12.8469)
H (-3.7527, 15.1128, 12.4858)
H (-3.5920, 14.8711, 14.2486)
H (-5.0616, 14.3446, 13.3591)
H (-1.4503, 13.9646, 12.4954)
H (-1.6551, 12.2262, 12.1436)
H (-1.4295, 12.7841, 13.8115)

Total charge: 0
HOMO energy in eV: -8.1246
ΔE to the lowest compared entry with this formula, charge and spin in kJ/mol: 96.40
Strongest force on any atom in eV/A: 1.010
Molar mass in g/mol: 320.72
Spin multiplicity: 1
HOMO-LUMO gap in eV: 6.7802

***

Q: Which value of molar mass does entry 3 give?
A: 135.21 g/mol

***

Q: What is the total charge in the fourth record?
A: 0

***

Q: Among the records above, which one has the highest molar mass?
A: C33H44B2F5N4NbO4PS